Entry 1:
A molecular structure, C19H28GaO16P2S. Source: the OMol25 dataset; level of theory: ωB97M-V with the def2-TZVPD basis set.

Computed properties:
Energy ... -134715.8054 eV
LUMO energy ... 2.0 eV
Net charge ... -1
E_HOMO ... -5.63 eV
Kohn-Sham gap ... 7.6496 eV

Last column: Mulliken charge in e.
Positions of all 67 atoms, in Å:
O -2.243 -1.550 0.691  -0.6105
C -1.541 -2.523 0.474  0.3433
O -0.751 -2.582 -0.572  -0.3316
Ga 0.366 -4.027 -1.151  0.3087
P -0.700 -5.106 -2.940  0.6796
O -1.920 -5.771 -2.403  -0.7084
O -1.050 -4.168 -4.209  -0.5030
O 0.285 -6.153 -3.660  -0.4857
P 2.318 -2.825 -1.772  0.3817
O 1.976 -1.219 -1.691  -0.2886
O 3.412 -2.952 -0.582  -0.5003
S 3.049 -3.276 -3.515  -0.4458
C -1.598 -3.698 1.405  0.0956
C -0.602 -3.927 2.354  -0.1057
C -0.705 -5.008 3.223  -0.5908
C -1.802 -5.859 3.149  -0.3718
C -2.801 -5.625 2.207  -0.6673
C -2.699 -4.550 1.332  -0.1387
H 0.772 -5.111 -0.094  -0.2692
H -1.764 -3.586 -3.921  0.3420
H 0.204 -6.975 -3.158  0.3353
H 1.060 -1.110 -1.400  0.2411
H 4.085 -2.265 -0.677  0.2940
H 0.255 -3.266 2.402  0.4175
H 0.082 -5.185 3.945  0.3754
H -1.874 -6.706 3.821  0.3806
H -3.659 -6.285 2.162  0.3733
H -3.474 -4.365 0.600  0.4234
C -1.784 0.637 -1.747  -0.7479
C -1.243 1.131 -3.060  0.6866
C 0.263 1.064 -3.224  -0.2856
O 0.526 2.174 -4.101  -0.3742
C -0.456 3.083 -3.911  0.6155
O -0.430 4.206 -4.306  -0.5818
O -1.461 2.551 -3.188  -0.3915
H -1.374 1.230 -0.927  -0.3240
H -2.869 0.733 -1.718  0.5041
H -1.534 -0.409 -1.574  0.1507
H -1.736 0.642 -3.905  0.2216
H 0.630 0.139 -3.661  0.2668
H 0.779 1.256 -2.279  0.2388
C -1.975 3.922 0.841  -1.5405
C -1.301 2.886 1.698  0.8877
C -2.134 1.674 2.070  0.0517
O -1.560 1.294 3.334  -0.3192
C -1.033 2.401 3.899  0.5642
O -0.652 2.471 5.025  -0.5858
O -0.997 3.415 3.012  -0.4203
H -2.852 4.313 1.362  0.4494
H -1.306 4.750 0.628  0.3136
H -2.284 3.483 -0.108  0.2967
H -0.358 2.572 1.247  0.0494
H -2.070 0.846 1.368  0.0217
H -3.182 1.936 2.236  0.2426
C 3.919 5.780 2.344  -1.5130
C 3.356 4.568 1.653  0.5449
C 4.055 4.152 0.373  -0.5515
O 2.996 3.523 -0.358  -0.2928
C 1.831 4.069 0.054  0.6100
O 0.778 3.904 -0.471  -0.3942
O 2.026 4.822 1.158  -0.3699
H 3.866 6.651 1.689  0.3500
H 3.356 6.005 3.248  0.3681
H 4.959 5.603 2.618  0.3891
H 3.290 3.724 2.344  0.2731
H 4.874 3.453 0.518  0.3136
H 4.404 5.017 -0.198  0.3081



Entry 2:
2 unconnected molecules or ions with the total composition C4H12N3O. Source: the OMol25 dataset; level of theory: ωB97M-V with the def2-TZVPD basis set.

Computed properties:
ΔE to the lowest compared entry with this formula, charge and spin ... 137.49 kJ/mol
Energy ... -10853.6682 eV
LUMO energy ... -3.1 eV
Net charge ... +1
E_HOMO ... -13.43 eV
Kohn-Sham gap ... 10.3363 eV

Last column: Mulliken charge in e.
Positions of all 20 atoms, in Å:
O 2.636 -2.046 -0.991  -0.4702
C 2.949 -1.379 -0.024  0.2347
C 2.325 -0.048 0.220  -0.5280
N 1.390 0.313 -0.888  -0.2723
H 3.708 -1.645 0.724  0.3557
H 1.839 0.015 1.197  0.2290
H 3.033 0.780 0.217  0.3349
H 0.376 0.572 -0.472  0.3855
H 1.769 1.057 -1.465  0.3667
H 1.328 -0.502 -1.480  0.4078
C -2.025 0.944 -0.928  -1.2273
N -2.681 -0.632 1.316  -0.3977
C -1.491 0.056 1.223  0.1381
N -1.097 0.758 0.196  -0.5236
H -1.609 1.701 -1.611  0.3127
H -2.981 1.356 -0.653  0.4492
H -2.172 0.023 -1.522  0.3870
H -3.062 -0.784 2.249  0.2600
H -3.374 -0.548 0.575  0.2499
H -0.861 0.009 2.117  0.3078



Entry 3:
A gas-phase ion, C5H12NOS (charge +2). Source: the OMol25 dataset; level of theory: ωB97M-V with the def2-TZVPD basis set.

Computed properties:
ΔE to the lowest compared entry with this formula, charge and spin ... 358.13 kJ/mol
Energy ... -19728.7382 eV
2S+1 ... 2
LUMO energy (alpha / beta) ... -12.7 / -11.9 eV
Net charge ... +2
E_HOMO (alpha / beta) ... -19.25 / -19.78 eV
Kohn-Sham gap (alpha / beta) ... 6.5263 / 7.8921 eV

Last column: Mulliken charge in e.
Positions of all 20 atoms, in Å:
O 2.932 1.396 0.776  -0.2192
C 1.623 1.231 0.456  -0.5944
C 1.471 -0.048 -0.464  0.6568
C 0.099 -0.158 -1.163  -0.9830
C -1.195 -0.017 -0.342  -0.6587
S -1.336 -1.243 0.966  0.3967
C -3.061 -1.132 1.477  -0.7846
N 2.575 0.007 -1.312  -0.6866
H 1.054 1.230 1.386  0.3872
H 1.631 -0.869 0.261  0.3816
H 0.063 0.581 -1.965  0.4590
H 0.091 -1.125 -1.687  0.4427
H -1.249 0.974 0.119  0.4486
H -2.054 -0.149 -0.997  0.5114
H -3.095 -0.260 2.135  0.3803
H -3.686 -0.984 0.601  0.3316
H -3.230 -2.055 2.024  0.3869
H 3.480 1.067 0.005  0.4641
H 1.340 2.140 -0.129  0.3788
H 2.547 -0.585 -2.147  0.3008



Entry 4:
6 unconnected molecules or ions with the total composition C6H12Cl12. Source: the OMol25 dataset; level of theory: ωB97M-V with the def2-TZVPD basis set.

Computed properties:
ΔE to the lowest compared entry with this formula, charge and spin ... 81.72 kJ/mol
Energy ... -156685.1435 eV
LUMO energy ... 0.4 eV
Net charge ... 0
E_HOMO ... -10.69 eV
Kohn-Sham gap ... 11.1052 eV

Last column: Mulliken charge in e.
Positions of all 30 atoms, in Å:
Cl -1.068 2.945 -5.871  -0.1510
C -0.570 1.936 -4.565  -0.2039
Cl -1.895 0.782 -4.148  -0.1612
H 0.260 1.378 -4.998  0.2817
H -0.283 2.406 -3.624  0.2345
Cl 2.504 -2.479 0.123  -0.0822
C 1.739 -3.516 1.274  -0.4219
Cl 0.385 -2.676 2.217  -0.0773
H 1.303 -4.367 0.750  0.2630
H 2.452 -4.018 1.928  0.3554
Cl 1.565 1.084 0.972  -0.1715
C 0.141 0.224 0.307  0.7893
Cl -0.167 0.949 -1.298  -0.1166
H 0.377 -0.839 0.256  -0.2934
H -0.674 0.469 0.989  -0.2742
Cl -1.931 -0.769 3.235  -0.1195
C -3.414 -0.125 2.512  -0.2670
Cl -3.033 1.400 1.664  -0.1605
H -3.896 -0.779 1.786  0.2586
H -4.038 0.144 3.366  0.3016
Cl -0.911 -3.268 -0.840  -0.1105
C -1.361 -2.496 -2.403  -0.2010
Cl -1.938 -3.647 -3.659  -0.1691
H -2.094 -1.729 -2.150  0.2554
H -0.546 -1.870 -2.767  0.2450
Cl 3.127 4.744 1.518  -0.1464
C 3.459 3.647 2.955  -0.0321
Cl 3.082 4.261 4.637  -0.1673
H 2.888 2.723 2.861  0.0513
H 4.538 3.489 2.973  0.2907



Max |F| in eV Å⁻¹, matching the order above: 0.935 1.686 1.021 1.753